Entry 1:
Here is a cluster of 3 separate species, C17H40BrNO7S3 in total from OMol25. Energies are from the ωB97M-V functional and the def2-TZVPD basis.

Each line ends with the Mulliken charge.
CARTESIAN COORDINATES (ANGSTROEM)
C: 2.4184 4.1109 0.0116  -1.147
C: 2.9850 3.6614 -1.3446  -0.233
C: 3.9692 2.4839 -1.2025  -0.388
C: 4.1985 1.7350 -2.5325  -1.073
C: 3.0442 0.7526 -2.8378  0.834
C: 3.2814 -0.6914 -2.3239  -1.245
C: 2.4444 -1.0380 -1.0725  -0.435
C: 0.9145 -1.0816 -1.3172  -0.703
C: 0.1228 -0.2905 -0.2656  -0.260
O: 0.3041 1.1199 -0.3423  0.180
C: -0.3119 1.7565 -1.4353  -0.782
C: -1.8569 1.8019 -1.4157  0.779
Br: -2.4817 2.3917 0.3547  -0.190
N: -2.2870 2.7302 -2.4574  -0.379
S: -3.5204 2.2516 -3.6079  -0.138
H: 1.9131 5.0856 -0.0568  0.353
H: 3.2237 4.1969 0.7576  0.393
H: 1.6951 3.3749 0.3920  0.082
H: 3.5046 4.5050 -1.8284  0.383
H: 2.1603 3.3592 -2.0085  0.212
H: 3.5583 1.7731 -0.4628  0.030
H: 4.9221 2.8471 -0.7870  0.471
H: 4.2860 2.4677 -3.3515  0.318
H: 5.1544 1.1896 -2.4946  0.418
H: 2.8303 0.7435 -3.9153  0.511
H: 2.1446 1.1438 -2.3320  -0.796
H: 3.0438 -1.4166 -3.1179  0.296
H: 4.3487 -0.8300 -2.0831  0.458
H: 2.7738 -2.0202 -0.6940  0.449
H: 2.6669 -0.3156 -0.2717  0.125
H: 0.5564 -2.1241 -1.2594  0.447
H: 0.6662 -0.7499 -2.3385  0.376
H: 0.4964 -0.5687 0.7363  -0.131
H: -0.9447 -0.5378 -0.3000  0.313
H: -0.0396 1.2984 -2.4024  0.241
H: 0.0572 2.7921 -1.4451  0.175
H: -2.3059 0.8093 -1.5462  -0.503
H: -2.6589 3.5642 -2.0195  0.428
H: -3.8752 1.0822 -3.0366  0.101
C: 2.6730 -2.1626 4.9995  -0.961
C: 1.2014 -2.1551 5.3467  -0.337
O: 0.5335 -0.9352 4.9324  -0.303
S: 0.2181 -0.7608 3.3840  1.296
C: -0.8966 0.5915 3.5167  -0.677
O: -0.4783 -1.9310 2.9250  -0.653
O: 1.3954 -0.3456 2.6849  -0.598
H: 2.8318 -2.1831 3.9228  0.290
H: 3.1339 -3.0497 5.4365  0.387
H: 3.1670 -1.2776 5.4004  0.263
H: 0.6719 -3.0029 4.9103  0.302
H: 1.0484 -2.1742 6.4242  0.301
H: -1.7804 0.2684 4.0600  0.365
H: -1.1514 0.8835 2.4982  -0.042
H: -0.3887 1.4054 4.0276  0.371
C: -3.5390 -2.2459 1.5982  -0.639
C: -3.4058 -3.2048 0.4436  -0.302
O: -4.5525 -3.1792 -0.4516  -0.368
S: -4.6812 -1.8925 -1.3567  1.384
C: -5.8676 -2.4933 -2.5074  -1.121
O: -3.4258 -1.6712 -2.0228  -0.634
O: -5.2487 -0.8090 -0.6114  -0.617
H: -3.5378 -1.2111 1.2545  0.206
H: -2.6892 -2.3840 2.2618  0.182
H: -4.4677 -2.4195 2.1433  0.341
H: -2.5126 -3.0000 -0.1490  0.209
H: -3.3642 -4.2403 0.7751  0.333
H: -5.4328 -3.3175 -3.0661  0.320
H: -6.1045 -1.6609 -3.1673  0.378
H: -6.7521 -2.8056 -1.9587  0.354

Properties
* SMILES string: CCCCCCCCCOC[C@@H](Br)NS.CCOS(C)(=O)=O.CCOS(C)(=O)=O
* orbital gap: 8.9 eV
* HOMO level: -8.47 eV
* max |F|: 0.746 eV/A

***

Entry 2:
Here is a cluster of 6 separate species, C15H45N9O6 in total from OMol25. Energies are from the ωB97M-V functional and the def2-TZVPD basis.

Each line ends with the Mulliken charge.
CARTESIAN COORDINATES (ANGSTROEM)
C: -0.1983 -0.6869 0.3221  0.707
O: -0.1407 -1.5197 1.2301  -0.779
N: 0.6664 -0.5901 -0.5936  -0.237
N: -1.1475 0.1102 0.0820  0.200
H: 0.6350 0.0838 -1.3453  0.021
H: 1.3711 -1.3135 -0.5909  0.174
H: -0.9646 0.6968 -0.7196  0.000
H: -2.0244 0.0541 0.5800  -0.003
C: -1.0471 3.0010 -3.6059  0.746
O: -1.3501 2.6673 -2.4734  -0.631
N: -1.6074 3.9769 -4.2674  -0.493
N: -0.1359 2.4092 -4.3498  -0.340
H: -2.4566 4.4624 -4.0159  0.237
H: -1.4739 4.1097 -5.2596  0.154
H: 0.0654 2.9245 -5.1948  0.161
H: 0.3957 1.5926 -4.0839  0.173
C: -4.8283 1.1522 2.5278  0.623
O: -4.8677 2.2816 2.9311  -0.695
N: -4.1889 0.9946 1.4322  -0.265
N: -5.1604 0.1227 3.2265  -0.377
H: -3.9997 0.1210 0.9619  0.057
H: -3.7619 1.7905 0.9802  0.117
H: -5.0283 -0.7897 2.8139  0.187
H: -5.5050 0.2845 4.1620  0.229
C: 5.1661 -1.7423 -0.2785  -1.480
C: 5.4126 -0.2859 -0.6623  0.315
C: 4.1791 0.5126 -0.8497  -0.630
O: 3.6203 0.7906 0.4157  -0.242
C: 2.5204 1.7892 0.4929  -0.324
N: 6.4200 0.2851 0.1767  -0.736
H: 4.9296 -2.2890 -1.1913  0.328
H: 4.4676 -1.8722 0.5482  0.191
H: 6.0520 -2.2463 0.1077  0.477
H: 5.9856 -0.3849 -1.5842  0.447
H: 3.4199 -0.0772 -1.3633  0.232
H: 4.3496 1.3677 -1.5038  0.453
H: 1.8826 1.5625 1.3473  0.031
H: 2.0670 1.6906 -0.4934  0.227
H: 2.8614 2.8149 0.6335  0.238
H: 6.7445 1.0232 -0.4315  0.284
H: 7.1506 -0.4122 0.1898  0.274
C: -2.7395 -1.1434 -3.4250  -1.519
C: -3.9087 -0.1839 -2.9989  0.348
C: -5.0571 -0.1326 -4.0922  -0.703
O: -5.2930 -1.4871 -4.5440  -0.379
C: -5.0873 -1.8413 -6.0056  -0.679
N: -4.4009 -0.5561 -1.6832  -0.455
H: -1.9737 -1.2631 -2.6586  0.263
H: -2.3517 -0.8605 -4.4036  0.376
H: -3.0220 -2.1743 -3.6385  0.469
H: -3.3998 0.7788 -2.9492  0.108
H: -4.8876 0.4252 -5.0131  0.398
H: -5.9127 0.2452 -3.5325  0.341
H: -5.7215 -1.4882 -6.8187  0.312
H: -5.2760 -2.9119 -6.0849  0.239
H: -4.0616 -1.5526 -6.2354  0.298
H: -4.4245 -1.5610 -1.7818  0.324
H: -5.3997 -0.4150 -1.6327  0.288
C: 1.1888 0.3510 4.3700  -1.459
C: 2.7067 0.4034 4.6359  0.363
C: 2.9841 -0.6724 5.8010  -0.753
O: 2.8192 -2.1210 5.4258  -0.313
C: 2.9430 -3.0091 6.4875  -0.774
N: 3.2831 -0.0553 3.3677  0.037
H: 0.7580 0.3330 5.3711  0.347
H: 0.8044 -0.5554 3.9023  0.474
H: 0.6637 1.1081 3.7875  0.444
H: 2.9883 1.4009 4.9735  0.299
H: 2.3224 -0.3089 6.5871  0.447
H: 4.0079 -0.5269 6.1458  0.461
H: 2.8703 -4.0311 6.1158  0.259
H: 2.2447 -2.8700 7.3127  0.311
H: 3.9456 -2.9438 6.9101  0.323
H: 3.1587 -1.0542 3.4500  0.400
H: 2.7521 0.2116 2.5510  0.053

Properties
* 2S+1: 2
* charge: +1
* orbital gap (alpha / beta): 8.9 / 3.5 eV
* HOMO level (alpha / beta): -10.93 / -10.93 eV
* max |F|: 7.796 eV/A

***

Entry 3:
Here is an isolated molecule of C4H6N2O from OMol25. Energies are from the ωB97M-V functional and the def2-TZVPD basis.

Each line ends with the Mulliken charge.
CARTESIAN COORDINATES (ANGSTROEM)
C: 1.7116 -1.6941 1.2766  -0.298
N: 0.6060 -1.4870 0.5838  -0.887
N: 0.2400 -0.5487 -0.1303  0.338
C: -1.1081 -0.3699 -0.0771  0.153
C: -1.6253 0.8244 -0.6908  -0.620
C: -0.5204 1.7424 -1.2469  0.096
O: 0.6047 1.6230 -0.9895  -0.473
H: 2.5976 -0.7833 1.4091  0.152
H: 2.0219 -2.5343 1.8143  0.301
H: 0.8091 0.3357 -0.7194  0.409
H: -1.6794 -1.1440 0.6783  0.288
H: -2.6146 1.3295 -0.4360  0.253
H: -1.0429 2.7063 -1.4722  0.289

Properties
* SMILES string: C=NN/C=C\C=O
* orbital gap: 7.9 eV
* HOMO level: -7.83 eV
* max |F|: 10.612 eV/A